# C4H10S3

2 unconnected molecules or ions with the total composition C4H10S3 at a distorted geometry (the ωB97M-V functional and the def2-TZVPD basis, the Open Molecules 2025 dataset).

The geometry in ORCA input format:
```
! wB97M-V def2-TZVPD RIJCOSX def2/J DEFGRID3
* xyz 0 1
C -2.63 0.06 0.10
C -1.27 -0.76 0.16
C 2.31 -1.09 -0.48
C -0.12 0.24 0.23
S 3.15 -0.08 -1.61
S 0.21 1.38 -1.03
S 0.04 0.77 1.99
H -2.48 0.62 -0.81
H -3.42 -0.79 -0.14
H -2.80 0.56 1.04
H -1.26 -1.32 1.09
H -1.25 -1.33 -0.82
H 1.88 -2.04 -1.03
H 2.82 -1.22 0.48
H 3.66 0.82 -0.78
H 0.99 2.12 -0.32
H 0.18 2.06 1.91
*
```

The calculation puts the HOMO energy (alpha / beta) at -7.4 / -7.0 eV. The molar mass is 154.33 g mol⁻¹. The value obtained for the largest force on an atom is 0.078 Eh/bohr. Its HOMO-LUMO gap (alpha / beta) is 0.2858 / 0.2703 hartree.

natural (NBO) population analysis, charges in e, atoms 1 to 5: -0.601 -0.473 -0.606 -0.311 0.078